{
  "formula": "C29H38Cl2N3O3RuS",
  "method": "wB97M-V/def2-TZVPD",
  "mol_weight_g_mol": 680.7,
  "e_homo_ev": [-4.6, -7.9],
  "s_squared": 8.800,
  "homo_lumo_gap_ev": [4.67, 6.77],
  "multiplicity": 6,
  "e_above_lowest_kcal_mol": 31.0,
  "symbols": ["Ru", "Cl", "Cl", "S", "O", "O", "O", "N", "N", "N", "C", "C", "C", "C", "C", "C", "C", "C", "C", "C", "C", "C", "C", "C", "C", "C", "C", "C", "C", "C", "C", "C", "C", "C", "C", "C", "C", "C", "C", "H", "H", "H", "H", "H", "H", "H", "H", "H", "H", "H", "H", "H", "H", "H", "H", "H", "H", "H", "H", "H", "H", "H", "H", "H", "H", "H", "H", "H", "H", "H", "H", "H", "H", "H", "H", "H", "H"],
  "positions_angstrom": [[-0.135, 0.613, -0.744], [1.238, 2.533, -0.652], [-0.978, -1.387, -1.642], [-0.517, 0.035, 2.549], [-0.865, -2.507, 1.262], [1.980, -1.044, -0.783], [-0.185, 1.088, -2.673], [0.336, 0.425, 1.134], [-1.410, -4.524, 0.364], [3.690, 0.105, -1.802], [2.589, -2.261, 3.907], [-0.130, 2.727, 3.124], [0.228, 3.788, 3.961], [3.119, 0.055, -3.137], [1.873, -1.190, 3.355], [-1.433, 2.029, -7.001], [0.586, 3.545, 5.293], [-0.266, 2.793, -7.172], [-1.003, 1.907, -4.624], [-1.798, 1.578, -5.736], [-2.952, 0.527, -0.110], [0.516, -3.432, 4.362], [-2.300, 2.806, -0.950], [0.538, 3.107, -6.068], [0.155, 1.184, 4.976], [-0.195, -2.372, 3.814], [3.107, -0.523, -0.762], [-2.515, -4.722, 1.287], [-0.617, -3.438, 0.486], [-4.046, 0.923, 0.840], [-1.249, 1.280, -3.336], [-1.284, -5.449, -0.748], [0.172, 2.680, -4.797], [4.710, 1.100, -1.541], [1.914, -3.376, 4.414], [-2.060, 1.357, -0.701], [0.554, 2.240, 5.801], [-0.128, 1.421, 3.623], [0.482, -1.258, 3.299], [3.681, -2.220, 3.933], [-2.676, 0.949, -5.577], [-2.780, -3.766, 1.747], [3.735, -0.532, 0.151], [0.791, 2.909, -3.930], [0.844, 2.040, 6.836], [-0.682, -6.331, -0.480], [-2.052, 1.774, -7.864], [5.336, 1.207, -2.431], [-4.505, 0.025, 1.275], [3.947, 0.167, -3.848], [0.005, 3.145, -8.165], [5.322, 0.774, -0.692], [2.476, -4.215, 4.827], [-4.835, 1.488, 0.333], [-2.207, 0.811, -3.044], [1.293, 0.656, 1.406], [-2.918, 2.922, -1.858], [2.611, -0.902, -3.291], [-2.841, 3.242, -0.093], [-2.879, -0.537, -0.320], [-0.028, -4.304, 4.729], [1.455, 3.680, -6.206], [-1.353, 3.327, -1.097], [0.898, 4.370, 5.941], [-1.282, -2.398, 3.775], [-3.663, 1.546, 1.660], [0.104, 0.173, 5.372], [2.400, -0.313, 2.980], [0.236, 4.807, 3.572], [4.259, 2.076, -1.302], [-2.246, -5.435, 2.080], [0.257, -3.424, -0.185], [2.405, 0.879, -3.293], [-0.803, -4.934, -1.591], [-3.369, -5.132, 0.736], [-2.283, -5.794, -1.041], [-0.379, 2.909, 2.081]]
}

=====

{
  "formula": "C29H38CoN7O3P2",
  "method": "wB97M-V/def2-TZVPD",
  "mol_weight_g_mol": 653.5,
  "e_homo_ev": [-13.7, -14.0],
  "s_squared": 6.036,
  "charge": 2,
  "homo_lumo_gap_ev": [8.01, 6.23],
  "multiplicity": 5,
  "symbols": ["Co", "P", "P", "O", "O", "O", "N", "N", "N", "N", "N", "N", "N", "C", "C", "C", "C", "C", "C", "C", "C", "C", "C", "C", "C", "C", "C", "C", "C", "C", "C", "C", "C", "C", "C", "C", "C", "C", "C", "C", "C", "C", "H", "H", "H", "H", "H", "H", "H", "H", "H", "H", "H", "H", "H", "H", "H", "H", "H", "H", "H", "H", "H", "H", "H", "H", "H", "H", "H", "H", "H", "H", "H", "H", "H", "H", "H", "H", "H", "H"],
  "positions_angstrom": [[0.739, 0.744, 0.403], [0.660, -2.073, -0.996], [2.739, 1.594, 1.411], [-1.159, 3.681, -5.593], [1.225, -0.615, -0.894], [-0.483, 1.970, 1.693], [-1.666, -3.560, -1.304], [0.165, -4.156, -2.763], [-0.156, 1.939, -1.080], [-2.806, 4.713, -4.420], [-1.044, 0.014, 2.745], [-0.144, -0.532, 1.949], [-1.238, -2.277, -3.304], [1.260, -3.490, -2.055], [-1.443, 2.295, -1.112], [-0.932, -2.765, -0.317], [-1.207, 3.271, -3.278], [-0.867, -4.650, -1.860], [3.619, 2.892, 0.493], [3.841, -3.576, 1.300], [1.380, -2.461, 1.892], [-3.192, 1.295, 4.014], [-2.609, 3.365, 2.892], [2.474, 2.308, 3.058], [-0.331, -1.344, -2.555], [-4.484, 3.284, 4.384], [1.757, -2.560, 0.526], [-0.414, -3.439, -3.840], [-2.007, 2.963, -2.185], [-1.716, 3.920, -4.545], [0.321, -1.674, 2.438], [-1.248, 1.367, 2.457], [-2.367, 2.008, 3.138], [2.167, -3.059, 2.904], [3.022, -3.086, 0.287], [3.397, -3.604, 2.617], [-4.250, 1.938, 4.632], [-3.664, 3.999, 3.515], [0.615, 2.248, -2.132], [0.133, 2.903, -3.244], [3.995, 0.306, 1.663], [-2.286, -2.825, -2.348], [4.006, -4.036, 3.399], [4.272, -0.125, 0.702], [1.993, -3.126, -2.779], [-3.111, 5.203, -5.247], [-0.049, -1.935, 3.427], [-1.091, -4.077, -4.409], [1.811, -3.034, 3.927], [-3.087, 5.085, -3.529], [2.976, 3.763, 0.372], [0.393, -0.953, -3.271], [1.749, -4.251, -1.450], [-2.945, -3.469, -2.933], [-2.846, -1.974, -1.962], [3.901, 2.526, -0.494], [0.770, 3.116, -4.091], [-1.702, -1.805, -4.083], [-5.309, 3.784, 4.875], [4.523, 3.191, 1.026], [4.816, -3.972, 1.050], [-2.994, 0.252, 4.212], [-0.737, -3.405, 0.545], [3.591, -0.491, 2.289], [-1.570, -1.944, 0.022], [-3.852, 5.049, 3.336], [3.415, 2.650, 3.490], [1.785, 3.148, 2.984], [-1.527, -5.322, -2.410], [0.344, -3.019, -4.499], [-0.402, -5.207, -1.048], [-1.955, 3.906, 2.221], [3.402, -3.141, -0.726], [-0.947, -0.510, -2.211], [1.649, 1.930, -2.080], [-3.061, 3.202, -2.167], [-4.888, 1.393, 5.313], [4.883, 0.720, 2.143], [-2.039, 2.043, -0.246], [2.033, 1.561, 3.719]]
}

=====

{
  "formula": "C29H38EuN4OP2",
  "method": "wB97M-V/def2-TZVPD",
  "mol_weight_g_mol": 672.6,
  "e_homo_ev": [-5.5, -5.6],
  "s_squared": 15.764,
  "homo_lumo_gap_ev": [4.79, 4.97],
  "multiplicity": 8,
  "symbols": ["Eu", "P", "P", "O", "N", "N", "N", "N", "C", "C", "C", "C", "C", "C", "C", "C", "C", "C", "C", "C", "C", "C", "C", "C", "C", "C", "C", "C", "C", "C", "C", "C", "C", "C", "C", "C", "C", "H", "H", "H", "H", "H", "H", "H", "H", "H", "H", "H", "H", "H", "H", "H", "H", "H", "H", "H", "H", "H", "H", "H", "H", "H", "H", "H", "H", "H", "H", "H", "H", "H", "H", "H", "H", "H", "H"],
  "positions_angstrom": [[-0.473, -2.754, 5.233], [1.444, -1.180, -2.792], [-1.673, -0.727, -2.467], [-1.956, -1.086, 6.125], [2.188, -2.442, -3.832], [-1.899, 1.017, -2.263], [2.888, -0.172, -2.788], [-3.351, -1.041, -2.929], [1.466, 0.367, 3.277], [0.365, 0.103, 2.301], [4.392, 1.315, -1.963], [-0.074, 3.151, 4.618], [-1.308, -0.065, 8.258], [1.486, -1.925, 6.206], [3.349, 0.459, -1.621], [-2.140, 2.017, -3.211], [1.757, 1.516, 3.890], [3.636, 0.316, -3.869], [-4.221, -0.326, -3.765], [-1.191, 2.160, 4.615], [2.343, -3.767, -3.395], [-5.326, -1.122, -4.048], [4.582, 1.220, -3.386], [2.837, -4.529, -4.448], [-5.124, -2.382, -3.387], [-1.650, 1.646, -1.037], [1.133, 2.855, 3.687], [0.540, -0.257, -4.141], [-1.491, 1.272, 3.666], [-0.836, 1.077, 2.344], [-2.084, 3.258, -2.581], [-1.175, -0.973, 7.077], [2.581, -2.391, -5.175], [-0.947, -0.649, -4.179], [-3.911, -2.316, -2.721], [2.994, -3.659, -5.576], [-1.774, 3.022, -1.201], [3.055, -5.589, -4.418], [2.523, -1.483, -5.756], [-1.076, -1.663, -4.596], [0.004, -0.926, 2.479], [-2.324, 1.786, -4.248], [-0.500, 0.688, 8.227], [5.316, 1.743, -3.978], [-1.657, 3.766, -0.427], [0.749, 0.094, 1.265], [-1.403, 1.039, -0.184], [2.048, -0.531, 3.521], [3.449, -0.002, -4.879], [-2.326, 0.580, 3.833], [-0.496, 4.122, 4.309], [-1.233, -0.635, 9.202], [-3.378, -3.031, -2.111], [-2.243, 4.216, -3.055], [0.832, 3.002, 2.647], [-5.795, -3.232, -3.410], [3.359, -3.923, -6.560], [2.883, 0.225, -0.679], [2.071, -4.023, -2.382], [-0.555, 2.040, 1.896], [1.186, -1.304, 7.074], [-1.614, 0.625, 1.708], [-1.506, 0.046, -4.822], [4.953, 1.935, -1.283], [1.883, 3.631, 3.913], [-6.173, -0.836, -4.658], [-2.294, 0.432, 8.213], [2.253, -2.641, 6.540], [1.927, -1.215, 5.471], [0.993, -0.458, -5.123], [0.651, 0.821, -3.934], [-1.827, 2.202, 5.505], [2.589, 1.534, 4.601], [0.300, 3.272, 5.651], [-3.999, 0.685, -4.071]]
}